Entry 1:
C41H43BrIN10O7Zr as an isolated structure, computed with ωB97M-V/def2-TZVPD.

Positions of all 104 atoms, in Å:
Zr 0.48104 0.40731 0.46589
C -2.18015 3.39855 2.96184
C -1.27817 2.33499 2.92839
N -0.30926 2.23516 1.99551
C -0.06673 3.33310 1.21599
C -0.98825 4.42240 1.13432
C -2.04954 4.44782 2.08300
C -0.81768 5.36831 0.09754
C 0.30822 5.33424 -0.71435
C 1.26704 4.32217 -0.56687
C 1.07923 3.30610 0.36326
N 1.83380 2.13024 0.44042
C 3.17950 2.09339 0.72509
C 4.10088 3.11310 0.43075
C 5.45840 2.82836 0.44021
C 5.93143 1.63207 0.92214
C 5.04333 0.59640 1.33185
C 5.42655 -0.59617 1.98015
C 4.48017 -1.56754 2.22762
C 3.13037 -1.27374 2.03871
N 2.72148 -0.05972 1.65250
C 3.63901 0.82647 1.24723
H -2.99885 3.36032 3.66779
H -1.30611 1.54197 3.66329
H -2.71647 5.31597 2.11367
H -1.59609 6.08614 -0.09071
H 0.45935 6.10796 -1.47989
H 2.10755 4.21560 -1.26717
H 3.75282 4.12168 0.25501
H 6.18285 3.57880 0.03998
H 7.01631 1.42210 1.02911
H 6.51339 -0.75027 2.20064
H 4.76469 -2.57507 2.52165
H 2.33949 -2.02587 2.22087
O 6.83225 -1.52404 -3.24327
C 5.46156 -1.73446 -3.30517
O 4.99431 -2.80549 -3.61122
C 4.71324 -0.45835 -2.97729
C 5.07212 0.85852 -3.34429
N 4.07125 1.67267 -2.92884
N 3.14198 1.00473 -2.25125
C 3.49380 -0.26813 -2.21912
C 2.61537 -1.26657 -1.47251
O 2.81322 -2.46353 -1.59147
O 1.66656 -0.68812 -0.73638
H 7.02526 -0.68342 -2.72528
H 5.96729 1.20041 -3.85366
H 3.93431 2.64753 -3.15755
C -4.87902 -0.11560 2.95810
C -4.44101 -0.04600 1.48780
C -4.82941 -1.34150 0.76428
C -5.02904 1.15746 0.77134
N -2.97994 0.07610 1.55398
N -2.21747 0.32118 0.36060
H -5.97688 -0.11944 3.03951
H -4.46345 0.75209 3.48736
H -4.45198 -1.02732 3.41754
H -5.92426 -1.38504 0.73975
H -4.48063 -2.22796 1.33227
H -4.41732 -1.40344 -0.25023
H -6.12959 1.14671 0.85165
H -4.78870 1.15397 -0.30453
H -4.63528 2.08394 1.20308
H -2.63303 -0.77690 1.99666
H -2.46023 1.25964 0.02956
H -2.42785 -0.32666 -0.42629
N -0.74686 2.78586 -3.02551
C -0.32456 1.57612 -2.72273
O -0.26700 1.16229 -1.51241
C -0.03113 0.62157 -3.82926
I 1.27473 1.23890 -5.43931
H -1.03685 3.39069 -2.26132
H -0.69639 3.04596 -4.02303
H -0.98263 0.33978 -4.34365
H 0.41502 -0.29418 -3.41435
C -0.49128 -4.75693 -3.16277
C -1.34009 -3.57241 -2.94834
C -2.25159 -3.00113 -3.83156
C -2.82868 -1.88088 -3.14074
N -2.27077 -1.75959 -1.93235
N -1.37307 -2.79087 -1.82989
C -3.89951 -1.02300 -3.59561
H -0.44269 -4.97879 -4.24665
H -0.95698 -5.63893 -2.65562
H 0.52915 -4.61458 -2.75590
H -2.44674 -3.31202 -4.86501
H -0.75780 -2.83398 -1.01629
H -3.90411 -0.92606 -4.68908
H -3.81648 -0.02259 -3.16109
H -4.90625 -1.42211 -3.28836
Br -2.52808 -5.67038 6.27732
C -1.76980 -4.48093 4.99299
C -1.09308 -3.31309 5.36866
C -0.58884 -2.42488 4.44718
C -0.77690 -2.62375 3.07428
C -1.45264 -3.77632 2.68047
C -1.96240 -4.67630 3.63028
C -0.40058 -1.57985 2.03556
O -0.37096 -1.81543 0.79229
O -0.08935 -0.39036 2.42554
H -0.89036 -3.10000 6.41779
H 0.03151 -1.59871 4.78287
H -1.61477 -4.02634 1.61129
H -2.48818 -5.56205 3.28378

Atomic forces in eV per Å
Zr 0.7 0.0 0.5
C -0.2 0.7 0.0
C 1.3 -0.7 -1.4
N -0.5 0.8 0.8
C -1.0 0.4 -0.4
C 0.3 -0.4 0.1
C 0.1 -0.2 -0.2
C 0.7 0.0 -0.3
C -0.6 0.4 0.2
C 0.3 -0.8 0.1
C 0.2 -0.1 -0.5
N -0.9 -0.3 0.7
C 0.3 0.3 -0.7
C -1.3 -0.8 0.4
C 1.6 0.2 0.1
C 1.0 -0.7 0.0
C -0.7 0.7 0.9
C 1.0 -0.3 -0.4
C 0.5 -0.2 0.0
C -0.9 0.7 0.0
N -0.9 -1.3 -0.6
C 1.1 1.2 -0.5
H 0.1 0.1 0.1
H -0.3 -0.2 -0.3
H 0.1 -0.5 -0.1
H -0.1 0.4 0.2
H -0.2 -0.4 0.3
H -0.4 0.3 0.4
H 0.0 -0.1 -0.4
H -0.7 -0.6 0.7
H -0.8 0.3 -0.3
H -1.1 -0.1 -0.3
H 0.0 0.3 0.2
H 0.6 0.5 0.0
O -0.4 0.9 0.8
C 0.2 -0.2 0.1
O 0.8 1.9 0.4
C -0.5 0.8 0.5
C -0.3 -1.5 0.0
N 0.6 -0.9 0.0
N -0.7 0.4 0.3
C 0.4 0.0 -0.8
C 0.4 -0.4 -0.4
O -0.6 1.5 0.5
O 0.2 -0.5 -0.5
H -0.5 -1.5 -1.0
H -0.4 0.1 -0.1
H 0.1 -0.2 0.2
C 0.2 0.1 -0.2
C 0.1 -0.6 -0.5
C -0.4 -0.2 0.4
C -0.3 0.2 -0.2
N 0.9 0.3 0.5
N 0.2 0.1 -0.3
H 0.4 -0.1 0.1
H -0.2 -0.2 0.0
H -0.3 0.4 -0.1
H 0.1 -0.2 -0.3
H -0.1 0.4 -0.3
H -0.2 0.1 0.2
H 0.5 0.1 0.0
H -0.1 -0.1 0.3
H -0.2 0.0 0.0
H 0.1 0.4 -0.3
H 0.0 -0.3 0.3
H 0.1 0.0 0.4
N 0.2 -0.1 -0.5
C 0.3 -0.9 2.0
O -0.4 0.9 -1.3
C -0.1 -1.3 -0.7
I -0.4 0.1 0.5
H 0.2 0.2 -0.5
H -0.3 0.2 1.1
H 0.7 0.3 0.5
H -0.2 0.5 -0.1
C 0.3 -1.0 0.3
C -0.8 1.5 -0.3
C -0.1 0.4 0.3
C 2.0 -2.1 0.5
N 0.3 -0.4 -0.3
N -0.2 0.0 -0.5
C -1.9 0.8 -0.3
H 0.1 0.1 0.7
H 0.5 0.6 -0.4
H -0.5 -0.1 -0.3
H 0.0 0.1 0.7
H -0.4 0.1 -0.3
H 0.0 0.0 0.3
H 0.0 0.0 0.0
H 0.9 0.3 -0.3
Br 0.4 0.4 -0.5
C -0.2 0.9 -0.5
C 0.3 -0.5 1.1
C 0.4 0.3 -0.6
C -0.4 0.2 -0.6
C -0.4 -0.6 -0.4
C 0.2 -0.4 -0.3
C 0.4 -0.2 0.4
O 0.0 0.1 0.7
O 0.0 -0.9 -0.2
H -0.2 -0.2 -0.2
H -0.3 0.1 0.0
H 0.1 0.4 0.8
H 0.1 0.2 0.1

## Properties
gap between HOMO and LUMO: 0.245 Ha
LUMO: -3.0 eV
energy relative to the best compared isomer or geometry (same formula, charge and spin): 0.00 kcal/mol
net charge: +1
multiplicity: 1
HOMO energy: -9.624 eV



Entry 2:
C41H43CaCl2FNPS2 as an isolated structure, computed with ωB97M-V/def2-TZVPD.

Positions of all 92 atoms, in Å:
Ca -0.91259 -0.00687 0.34882
C -0.09184 -1.10146 5.51316
C -0.00940 -0.51634 4.11429
S -1.46281 -0.14352 3.36428
C 1.27193 -0.30583 3.54391
C 2.51099 -0.49903 4.39732
S 1.55844 0.22199 1.97402
H -1.12307 -1.37273 5.72954
H 0.23913 -0.38240 6.26936
H 0.52888 -1.99406 5.61646
H 2.31967 -1.01119 5.33573
H 2.94418 0.47784 4.63053
H 3.26723 -1.05347 3.84048
C -2.28841 7.36965 2.62357
C -0.92060 7.34339 2.40572
C -0.29681 6.17085 1.98900
C -1.02585 5.00354 1.78754
C -2.40482 5.04507 2.01663
C -3.03129 6.21135 2.42033
P -0.34732 3.35869 1.27311
C 1.45184 3.71621 1.14125
C 2.17851 4.00406 2.29919
C 3.55616 4.13057 2.26692
C 4.24438 3.93735 1.07361
C 3.53802 3.62670 -0.07665
C 2.15152 3.52212 -0.04508
C -0.90228 3.30477 -0.46306
C -0.93798 4.48079 -1.22915
C -1.39430 4.44134 -2.52950
C -1.81851 3.21934 -3.04940
C -1.75988 2.07205 -2.27673
C -1.29361 2.03483 -0.93905
H -2.77429 8.28164 2.94780
H -0.32989 8.24018 2.55299
H 0.77013 6.17426 1.80445
H -2.98951 4.14433 1.86593
H -4.10169 6.21550 2.58416
H 1.65440 4.10927 3.24268
H 4.09900 4.34960 3.17828
H 5.32469 4.00570 1.04960
H 4.06454 3.44654 -1.00539
H 1.61077 3.26156 -0.94634
H -0.61269 5.42575 -0.80368
H -1.43295 5.34469 -3.12891
H -2.19906 3.17126 -4.06566
H -2.10730 1.15930 -2.73208
C 1.92991 -3.49777 0.92859
C 0.60682 -4.25076 1.07210
C -0.26613 -3.62493 2.15752
C -0.20995 -4.46880 -0.19272
C -0.78926 -5.73124 -0.30238
C -1.59375 -6.07538 -1.36938
C -1.80411 -5.12887 -2.35416
C -1.24554 -3.85381 -2.29586
C -1.56123 -2.99096 -3.51342
C -1.82603 -1.51808 -3.26664
C -0.53026 -3.16377 -4.63461
C -0.45000 -3.48787 -1.18080
N 0.07367 -2.17804 -1.04895
C 1.22802 -2.00977 -1.71944
C 2.01465 -3.02742 -2.32122
C 3.18039 -2.75689 -3.02499
C 3.65862 -1.46510 -3.18204
C 2.93651 -0.42925 -2.57838
C 1.79755 -0.71409 -1.88144
F 1.13584 0.32363 -1.25938
H 2.55665 -3.70615 1.80133
H 1.78128 -2.42247 0.87933
H 2.47757 -3.80281 0.03443
H 0.86205 -5.26233 1.41328
H -0.57497 -2.62332 1.86898
H 0.28081 -3.53327 3.09836
H -1.17135 -4.20669 2.32941
H -0.59691 -6.45525 0.48354
H -2.04173 -7.05955 -1.43771
H -2.42673 -5.37615 -3.20899
H -2.49738 -3.41290 -3.89602
H -0.90934 -0.98326 -3.02158
H -2.53981 -1.37002 -2.45367
H -2.24662 -1.07715 -4.17672
H 0.44628 -2.78507 -4.33662
H -0.85115 -2.60861 -5.52051
H -0.41630 -4.21521 -4.91050
H 1.66935 -4.05035 -2.22939
H 3.72393 -3.58586 -3.46698
H 4.56425 -1.25911 -3.73604
H 3.25599 0.60403 -2.63792
Cl -5.83119 -2.52104 -3.09611
C -5.29917 -3.18749 -1.60303
Cl -3.23622 -1.27423 0.22777
H -4.38049 -3.74912 -1.63392
H -5.60021 -2.66266 -0.71311

Atomic forces in eV per Å
Ca 0.2 -1.0 0.1
C -0.1 0.0 0.0
C 0.4 0.0 0.0
S -0.1 -0.1 -0.2
C -0.3 -0.1 0.3
C 0.0 0.0 -0.1
S 0.0 0.0 -0.3
H 0.0 0.0 0.0
H 0.0 0.0 0.0
H 0.0 0.0 0.0
H 0.0 0.0 0.1
H 0.0 0.0 0.0
H 0.0 0.0 0.0
C 0.0 0.0 0.0
C 0.0 0.0 0.0
C 0.0 0.1 0.0
C 0.0 -0.1 0.1
C 0.0 0.0 0.0
C 0.0 0.0 0.0
P 0.0 0.2 0.0
C -0.1 -0.1 0.0
C 0.0 0.0 0.0
C 0.0 0.0 -0.1
C 0.0 0.0 0.0
C 0.0 0.0 0.0
C 0.0 0.0 0.0
C 0.0 0.0 -0.1
C 0.0 0.0 0.1
C 0.0 0.0 -0.1
C 0.0 0.0 0.0
C 0.1 0.1 0.2
C -0.1 0.8 -0.3
H 0.0 0.0 0.0
H 0.0 0.0 0.0
H 0.0 0.0 0.0
H 0.0 0.0 0.0
H 0.0 0.0 0.0
H 0.0 0.0 0.0
H 0.0 0.0 0.0
H 0.0 0.0 0.0
H 0.0 0.0 0.0
H 0.0 0.0 0.0
H 0.0 0.0 0.0
H 0.0 0.0 0.0
H 0.0 0.0 0.0
H -0.1 -0.3 -0.1
C 0.0 -0.1 0.0
C 0.0 0.0 0.1
C 0.1 0.1 0.0
C -0.1 0.0 0.1
C 0.1 0.0 0.0
C 0.0 0.0 0.0
C 0.0 0.0 0.0
C 0.0 0.0 0.0
C 0.0 0.0 0.0
C -0.1 0.2 0.1
C 0.0 0.0 0.0
C -0.2 0.1 0.2
N 0.2 -0.1 -0.1
C 0.0 0.4 0.0
C 0.1 0.0 -0.2
C -0.1 -0.1 0.0
C 0.0 0.1 0.1
C 0.0 0.0 0.0
C -0.2 -0.2 0.3
F 0.1 -0.2 -0.1
H 0.0 0.0 0.0
H 0.0 0.0 0.0
H 0.0 0.0 0.1
H 0.0 0.0 0.0
H -0.1 0.1 0.0
H 0.1 0.0 0.1
H 0.0 0.0 0.0
H 0.0 0.0 0.0
H 0.0 0.0 0.0
H 0.0 0.0 0.0
H 0.0 0.1 0.0
H 0.0 0.0 0.0
H 0.1 0.0 0.0
H 0.0 0.0 0.0
H 0.0 0.0 0.0
H 0.0 0.0 0.0
H 0.0 0.0 0.0
H 0.1 0.0 -0.1
H 0.0 0.0 0.0
H 0.0 0.0 0.0
H 0.0 0.0 0.0
Cl 0.1 -0.1 0.2
C 0.0 0.1 -0.1
Cl -0.1 0.0 0.1
H 0.1 0.0 -0.1
H 0.0 0.1 0.0

## Properties
gap between HOMO and LUMO (alpha / beta): 0.215 / 0.222 Ha
LUMO (alpha / beta): 4.1 / 4.3 eV
energy relative to the best compared isomer or geometry (same formula, charge and spin): 7.16 kcal/mol
net charge: -2
multiplicity: 1
HOMO energy (alpha / beta): -1.753 / -1.751 eV